{
  "formula": "C56H53AsBrF4N8O2SV",
  "method": "ωB97M-V/def2-TZVPD",
  "lumo_energy_ha": [-0.099, -0.099],
  "total_charge": 1,
  "spin_multiplicity": 2,
  "molar_mass_da": 1183.92,
  "symbols": ["Br", "As", "V", "S", "F", "F", "F", "F", "O", "O", "N", "N", "N", "N", "N", "N", "N", "N", "C", "C", "C", "C", "C", "C", "C", "C", "C", "C", "C", "C", "C", "C", "C", "C", "C", "C", "C", "C", "C", "C", "C", "C", "C", "C", "C", "C", "C", "C", "C", "C", "C", "C", "C", "C", "C", "C", "C", "C", "C", "C", "C", "C", "C", "C", "C", "C", "C", "C", "C", "C", "C", "C", "C", "C", "H", "H", "H", "H", "H", "H", "H", "H", "H", "H", "H", "H", "H", "H", "H", "H", "H", "H", "H", "H", "H", "H", "H", "H", "H", "H", "H", "H", "H", "H", "H", "H", "H", "H", "H", "H", "H", "H", "H", "H", "H", "H", "H", "H", "H", "H", "H", "H", "H", "H", "H", "H", "H"],
  "xyz": [[-6.703, -4.165, -1.901], [2.825, 1.217, -0.463], [-0.935, 0.387, -0.606], [-0.880, -1.715, 2.581], [-3.282, -4.328, -1.302], [-1.982, -2.324, -0.518], [-1.076, -4.236, -5.231], [0.169, -2.037, -4.601], [-0.788, -3.133, 2.172], [1.200, 1.289, -0.517], [0.126, -1.025, 0.041], [1.582, -2.928, -0.379], [-1.294, 2.330, -2.149], [2.267, -5.054, -0.766], [0.187, -4.695, 0.205], [-2.873, 0.337, -0.346], [-1.030, 1.253, 1.204], [-0.864, -0.377, -2.381], [3.507, 4.932, -2.213], [-0.442, 4.751, -2.093], [-1.441, 3.224, 3.124], [-0.431, 0.436, -3.497], [2.545, -1.412, 5.614], [4.176, 0.493, 3.468], [-0.103, 1.519, 2.107], [-1.203, -1.635, -2.688], [3.408, -1.391, -3.688], [-2.661, -4.065, -3.542], [2.505, -2.430, 4.675], [1.321, -4.220, -0.300], [-2.220, 1.903, 1.279], [-2.668, 3.167, -4.167], [-4.923, -0.891, 0.004], [-3.561, -1.265, -2.018], [-5.784, -1.969, -0.383], [4.686, -1.072, -4.121], [1.436, -2.516, 3.802], [-0.252, 2.492, 3.084], [3.310, 3.583, -1.973], [-4.611, -1.542, 5.199], [-2.859, -0.415, 4.010], [-5.554, -2.727, -1.467], [4.875, 0.588, -2.399], [3.769, 5.307, 0.143], [0.770, -1.983, -0.132], [-0.874, -2.391, -3.793], [0.445, -0.569, 4.803], [3.574, 3.955, 0.385], [2.859, -0.716, -2.609], [-0.253, 1.895, -3.076], [-4.009, -0.366, 4.779], [-0.874, 3.484, -1.350], [1.511, -0.492, 5.685], [-2.439, 2.927, 2.222], [-2.313, -1.647, 3.689], [4.921, -0.665, 3.319], [3.586, 0.412, 1.141], [3.356, 3.086, -0.674], [-3.208, 1.365, 0.423], [5.421, -0.087, -3.477], [-3.165, -3.399, -2.314], [-2.910, -2.823, 4.097], [-2.608, 2.502, -2.787], [-4.433, -2.476, -2.413], [4.302, -0.769, 1.003], [-2.333, -2.176, -1.854], [-3.846, -0.536, -0.744], [0.414, -1.587, 3.866], [3.740, 5.794, -1.153], [4.964, -1.309, 2.093], [3.591, 0.274, -1.969], [3.498, 1.024, 2.385], [-1.562, -3.590, -4.155], [-4.067, -2.770, 4.855], [1.861, -0.945, -2.246], [-3.146, -4.969, -3.869], [1.532, 0.288, 6.432], [0.524, 0.089, -3.913], [5.433, 1.365, -1.886], [0.699, 1.972, -2.547], [0.036, -5.682, 0.323], [-3.714, 3.337, -4.406], [-2.395, 0.493, 3.654], [3.130, 2.897, -2.799], [-1.578, 4.006, 3.855], [-6.624, -2.193, 0.258], [1.368, -3.309, 3.073], [-0.030, 3.159, -0.731], [-3.385, 3.448, 2.235], [3.611, 3.580, 1.401], [-2.469, -3.763, 3.800], [3.476, 5.312, -3.224], [5.471, -1.063, 4.158], [-3.067, 1.512, -2.880], [2.836, -2.154, -4.195], [-1.702, 3.743, -0.681], [-1.178, 0.352, -4.304], [2.117, -6.046, -0.817], [-4.435, 0.590, 5.043], [-3.427, -0.557, -2.839], [0.396, 4.553, -2.757], [4.349, -1.257, 0.035], [3.301, -3.157, 4.621], [5.112, -1.589, -4.968], [3.048, -4.661, -1.259], [-5.514, -1.500, 5.790], [-3.229, 3.083, -2.098], [-2.251, 2.533, -4.946], [-5.119, -0.415, 0.953], [-2.164, 4.128, -4.189], [-4.544, -3.686, 5.172], [-0.411, -4.058, 0.743], [3.381, -1.337, 6.294], [3.896, 6.846, -1.337], [0.534, 2.679, 3.799], [5.534, -2.220, 1.983], [-4.807, -2.440, -3.439], [3.941, 5.980, 0.971], [-0.361, 0.146, 4.859], [-4.237, 1.720, 0.464], [6.416, 0.158, -3.817], [-0.119, 5.485, -1.358], [-1.259, 5.183, -2.664], [0.802, 0.924, 2.049], [4.131, 0.989, 4.426], [2.901, 1.922, 2.506], [-0.203, 2.524, -3.974]],
  "forces_ev_per_angstrom": [[0.12, 0.06, 0.00], [1.47, 0.44, 0.01], [-0.36, 2.38, -1.08], [-0.44, 0.62, 1.78], [0.03, -0.13, 0.05], [-0.10, -0.15, -0.37], [0.02, 0.29, 0.24], [-0.38, -0.13, 0.05], [0.06, -0.95, -0.56], [-1.83, -0.23, -0.13], [1.62, -2.37, 0.76], [1.06, -0.04, -0.26], [0.25, -0.44, 0.48], [-0.16, -0.02, 0.09], [0.10, -0.05, -0.09], [1.11, 0.65, 0.56], [-0.38, 0.35, -0.62], [0.78, 0.38, -0.48], [-0.02, 0.02, -0.04], [-0.21, -0.27, 0.06], [-0.73, 0.14, -0.42], [0.12, 0.45, -0.48], [-0.01, -0.11, 0.04], [-0.02, 0.10, -0.02], [1.06, 0.65, 1.40], [-0.14, -1.83, -1.27], [-0.03, -0.02, -0.03], [0.68, 0.22, -0.22], [-0.04, 0.06, 0.16], [-0.45, -0.41, 0.05], [-0.91, -0.12, -0.11], [0.10, -0.10, 0.29], [1.30, 0.97, -0.33], [0.09, 0.23, 0.15], [-0.42, -1.02, -0.81], [-0.02, -0.02, 0.01], [-0.10, -0.12, -0.25], [0.28, -0.78, -0.52], [-0.02, -0.35, -0.16], [-0.07, 0.02, 0.04], [0.07, 0.00, -0.08], [-0.31, 0.20, 0.56], [0.04, 0.13, 0.21], [-0.01, 0.02, 0.06], [-0.56, 0.59, 0.36], [0.75, 1.41, 1.30], [-0.06, 0.09, 0.03], [0.10, -0.21, 0.21], [-0.30, 0.06, 0.26], [0.37, -0.28, -0.25], [0.02, 0.04, 0.04], [0.27, 0.58, 0.28], [-0.01, 0.04, 0.02], [0.37, 0.17, 0.38], [0.17, 0.11, -0.34], [0.06, 0.00, -0.12], [-0.16, 0.12, -0.47], [-0.05, -0.43, -0.01], [-0.58, 0.91, 0.87], [0.08, 0.05, 0.01], [-0.18, 0.04, -0.22], [0.15, -0.17, -0.10], [-0.34, -0.13, -0.11], [-0.04, -0.24, -0.03], [-0.02, -0.05, -0.34], [-0.12, 0.18, -0.14], [-1.94, -1.25, -0.17], [-0.11, 0.07, -0.34], [-0.02, 0.00, 0.00], [0.08, -0.03, 0.07], [-0.12, 0.16, 0.26], [-0.14, 0.29, 0.06], [-1.32, -1.24, -0.01], [0.03, 0.06, 0.02], [0.04, -0.04, -0.19], [-0.02, -0.15, -0.12], [-0.01, 0.06, 0.05], [-0.18, 0.17, -0.06], [0.07, -0.05, -0.10], [-0.16, 0.13, -0.08], [0.05, -0.03, -0.09], [-0.11, 0.01, -0.07], [0.02, 0.16, -0.04], [0.02, 0.17, 0.03], [-0.04, 0.05, 0.06], [-0.09, -0.06, -0.02], [0.05, -0.10, -0.07], [-0.18, 0.03, -0.06], [-0.06, 0.03, -0.01], [0.02, 0.09, -0.04], [0.00, -0.10, -0.01], [0.01, 0.00, -0.06], [0.01, -0.07, 0.08], [0.01, 0.10, 0.09], [-0.07, -0.04, -0.02], [0.08, -0.14, -0.03], [0.11, 0.00, 0.03], [-0.02, 0.03, 0.02], [-0.05, 0.06, 0.02], [0.06, -0.04, 0.11], [0.08, 0.03, -0.11], [0.06, -0.01, 0.09], [0.07, -0.06, 0.01], [0.03, -0.05, -0.06], [0.00, 0.07, 0.00], [-0.08, 0.00, 0.05], [0.05, -0.17, 0.04], [0.06, -0.03, -0.07], [0.13, 0.04, 0.12], [0.06, 0.07, -0.07], [-0.04, -0.07, 0.04], [0.05, -0.04, 0.02], [0.06, -0.01, 0.09], [0.01, 0.08, -0.01], [0.11, -0.07, 0.02], [0.01, -0.05, -0.03], [0.02, 0.05, 0.09], [0.02, 0.02, 0.04], [-0.06, 0.10, 0.04], [0.15, -0.08, -0.04], [0.05, 0.02, -0.03], [0.06, 0.08, 0.03], [0.00, 0.11, -0.05], [-0.05, 0.07, -0.06], [-0.04, 0.02, 0.06], [0.05, -0.02, 0.07], [0.04, -0.05, 0.09]],
  "lowdin_spin": [0.001, 0.001, 0.796, 0.000, 0.000, 0.007, 0.000, 0.000, 0.000, 0.003, -0.003, 0.007, -0.001, 0.002, 0.001, 0.024, 0.020, 0.001, 0.000, 0.000, 0.006, 0.002, 0.000, 0.000, -0.001, 0.004, 0.000, 0.000, 0.000, 0.003, 0.016, 0.000, 0.010, 0.000, -0.001, 0.000, 0.000, 0.020, 0.000, 0.000, 0.000, 0.006, 0.000, 0.000, 0.014, 0.000, 0.000, 0.000, 0.000, 0.000, 0.000, 0.002, 0.000, 0.015, 0.000, 0.000, 0.000, 0.000, 0.036, 0.000, 0.000, 0.000, 0.000, 0.001, 0.000, 0.001, -0.001, 0.000, 0.000, 0.000, 0.000, 0.000, 0.001, 0.000, 0.000, 0.000, 0.000, 0.000, 0.000, 0.000, 0.000, 0.000, 0.000, 0.000, 0.000, 0.000, 0.000, 0.001, 0.000, 0.000, 0.000, 0.000, 0.000, 0.000, 0.000, 0.000, 0.000, 0.000, 0.000, 0.000, 0.000, 0.000, 0.000, 0.000, 0.000, 0.000, 0.000, 0.000, 0.001, 0.000, 0.000, 0.000, 0.000, 0.000, 0.001, 0.000, 0.000, 0.000, 0.000, 0.002, 0.000, 0.000, 0.000, -0.001, 0.000, 0.000, 0.000]
}